C22H27NO4S | ωB97M-V with the def2-TZVPD basis set

Values from the calculation:
- E: -1608.38367 Ha
- Relative energy (zero: lowest compared OMol25 entry of this formula, charge and spin): 134.50 kJ/mol
- M: 401.53 g/mol

ORCA input file:
```
! wB97M-V def2-TZVPD RIJCOSX def2/J DEFGRID3
* xyz 0 1
C 0.0314 1.7450 3.4504
C 1.3296 1.5520 2.6804
C 1.6684 0.0749 2.5223
N 0.5840 -0.6836 1.9225
C 0.9121 -1.7247 0.9765
C -0.3093 -2.2276 0.2160
C -1.2165 -1.2492 -0.1928
C -2.3168 -1.5944 -0.9732
C -2.5261 -2.9348 -1.3225
C -1.6253 -3.9109 -0.9051
C -0.5207 -3.5599 -0.1181
C -0.6633 -0.5778 2.6762
C -1.0932 0.8785 2.9058
H 0.1970 1.5418 4.5126
H -0.2431 2.7956 3.3709
H 1.2397 2.0011 1.6812
H 2.1855 2.0036 3.1928
H 2.5808 -0.0579 1.9287
H 1.8289 -0.3508 3.5321
H 1.5259 -1.2114 0.2087
H -1.0896 -0.2152 0.1485
H -3.0114 -0.8257 -1.2865
H -3.3624 -3.2128 -1.9638
H -1.7599 -4.9563 -1.1601
H 0.1410 -4.3351 0.2382
H -1.4978 -1.1118 2.2009
H -0.5086 -1.0337 3.6752
H -1.9362 0.9041 3.6067
H -1.4388 1.3104 1.9591
C 5.4122 -3.9266 -1.6028
C 4.1137 -4.4097 -1.0032
O 3.7295 -3.4869 0.0867
C 2.5406 -3.7914 0.6531
C 1.9193 -2.6977 1.5639
S 1.3169 -3.4166 3.1715
C 2.6438 -4.4405 3.8074
C 2.8250 -5.7440 3.3453
C 3.7526 -6.5707 3.9800
C 4.4943 -6.0863 5.0589
C 4.3525 -4.7553 5.4739
C 3.4225 -3.9312 4.8469
O 1.2626 -2.4238 4.2398
O 0.1362 -4.2176 2.9389
O 2.0204 -4.8918 0.4890
H 5.6052 -4.3725 -2.5857
H 5.3954 -2.8397 -1.7338
H 6.2598 -4.2103 -0.9673
H 3.3005 -4.3817 -1.7517
H 4.2118 -5.4302 -0.6116
H 2.7844 -2.0901 1.8701
H 2.2464 -6.0966 2.4956
H 3.8768 -7.5892 3.6093
H 5.1909 -6.7509 5.5676
H 4.9499 -4.3372 6.2848
H 3.2799 -2.9005 5.1687
*
```